# 1
{
  "formula": "C24H42BN8STa",
  "method": "ωB97M-V/def2-TZVPD",
  "species": ["Ta", "C", "C", "C", "C", "C", "N", "N", "B", "N", "N", "C", "C", "C", "C", "C", "N", "N", "C", "C", "C", "C", "C", "H", "H", "H", "H", "H", "H", "H", "H", "H", "H", "H", "H", "H", "H", "H", "H", "H", "H", "H", "H", "H", "H", "C", "C", "C", "C", "N", "C", "S", "N", "C", "C", "C", "C", "H", "H", "H", "H", "H", "H", "H", "H", "H", "H", "H", "H", "H", "H", "H", "H", "H", "H", "H", "H"],
  "positions_angstrom": [[0.29419, -0.73153, -1.08179], [-0.98848, 0.83443, 1.97282], [0.42096, 0.36600, 1.90905], [1.42815, 0.37453, 2.82551], [2.56254, -0.20697, 2.21511], [3.90159, -0.41988, 2.81119], [2.25074, -0.55706, 0.96204], [0.90554, -0.21180, 0.74723], [3.10331, -1.25727, -0.16033], [3.09097, -0.33758, -1.42851], [1.86204, 0.07134, -1.95836], [2.12791, 1.01773, -2.95845], [1.05070, 1.74011, -3.68395], [3.47621, 1.14176, -3.05802], [4.06268, 0.28877, -2.08955], [5.50033, 0.10303, -1.79274], [2.37930, -2.58347, -0.56819], [1.02911, -2.54236, -0.93967], [0.58627, -3.87084, -1.07822], [-0.82346, -4.23208, -1.37629], [1.65320, -4.67842, -0.84653], [2.76221, -3.85898, -0.52376], [4.12965, -4.28666, -0.15504], [-1.19992, 1.27737, 2.94429], [-1.68806, 0.00296, 1.84737], [-1.18163, 1.60930, 1.22487], [1.38574, 0.75004, 3.83575], [3.92069, -0.03826, 3.82871], [4.67123, 0.09352, 2.23249], [4.14996, -1.48248, 2.83578], [4.20225, -1.46256, 0.21517], [0.07117, 1.61777, -3.21735], [0.99030, 1.40206, -4.72000], [1.27650, 2.80659, -3.69969], [4.01846, 1.78961, -3.72914], [6.10530, 0.63858, -2.51974], [5.77205, -0.95303, -1.81651], [5.73523, 0.49050, -0.79853], [-1.53205, -3.44238, -1.12664], [-1.09515, -5.10858, -0.78844], [-0.94349, -4.49344, -2.42981], [1.65805, -5.75720, -0.86856], [4.23624, -5.35931, -0.29462], [4.32747, -4.05651, 0.89466], [4.87858, -3.77458, -0.76010], [-5.15805, -0.81748, -5.95582], [-3.92205, -1.40716, -6.62609], [-2.67988, -1.48015, -5.73949], [-2.10213, -0.12363, -5.34021], [-2.87960, 0.55691, -4.27241], [-2.77785, 0.40314, -2.98201], [-1.60721, -0.85887, -2.42051], [-3.48979, 1.03624, -2.08051], [-4.54446, 2.03650, -2.41518], [-5.88607, 1.38984, -2.74045], [-6.93783, 2.46317, -3.03944], [-6.65918, 3.22656, -4.33041], [-6.05637, -1.06589, -6.51805], [-5.13017, 0.27751, -5.91297], [-5.29467, -1.20840, -4.94282], [-3.67827, -0.83674, -7.52610], [-4.14307, -2.41798, -6.96936], [-1.88887, -2.01199, -6.27296], [-2.89649, -2.06094, -4.83309], [-2.10267, 0.56200, -6.18754], [-1.07372, -0.20246, -4.98551], [-3.64346, 1.15247, -4.58421], [-3.44035, 0.72530, -1.12235], [-4.16353, 2.64721, -3.23669], [-4.61967, 2.69093, -1.54753], [-6.19621, 0.76418, -1.90038], [-5.78433, 0.73618, -3.61264], [-7.00435, 3.15343, -2.19453], [-7.90791, 1.96987, -3.09685], [-5.87826, 3.98099, -4.21159], [-7.54887, 3.75454, -4.66742], [-6.36847, 2.54651, -5.13756]],
  "atomic_forces_ev_per_a": [[0.66, -0.28, -0.09], [-0.04, 0.04, 0.09], [0.06, 0.03, 0.06], [-0.10, 0.04, 0.00], [0.10, -0.05, -0.08], [0.01, 0.00, 0.01], [-0.08, -0.05, -0.10], [-0.24, 0.07, -0.11], [-0.06, 0.00, -0.07], [-0.12, 0.01, 0.20], [-0.05, 0.33, -0.29], [0.06, -0.07, 0.09], [-0.04, -0.03, -0.05], [0.03, 0.00, 0.00], [0.00, 0.02, 0.04], [0.01, 0.00, 0.01], [-0.04, 0.14, 0.15], [-0.22, -0.29, -0.04], [0.09, 0.03, 0.03], [-0.02, 0.01, -0.08], [0.00, -0.01, 0.01], [-0.01, 0.03, 0.04], [0.02, 0.00, 0.00], [0.03, -0.01, 0.01], [0.01, 0.00, -0.02], [0.01, -0.02, -0.02], [-0.02, 0.01, 0.00], [0.00, 0.00, 0.00], [0.00, 0.00, 0.01], [0.00, 0.00, 0.01], [0.03, -0.01, -0.01], [-0.01, -0.02, 0.02], [0.01, 0.00, 0.00], [0.01, 0.00, -0.03], [0.00, 0.00, -0.01], [0.00, 0.00, 0.00], [0.01, 0.00, 0.00], [0.01, 0.00, 0.00], [0.02, 0.01, 0.02], [0.00, -0.02, -0.03], [0.00, 0.01, 0.00], [0.00, -0.01, 0.00], [0.00, 0.00, 0.00], [0.01, -0.01, 0.00], [0.01, 0.00, 0.00], [-0.02, 0.04, 0.01], [0.03, -0.02, -0.04], [-0.02, 0.06, 0.01], [-0.03, -0.03, -0.03], [0.05, 0.10, 0.06], [-0.09, 0.05, 0.04], [-0.10, 0.07, 0.19], [0.12, 0.01, -0.01], [0.00, 0.03, -0.03], [0.03, 0.06, 0.01], [-0.03, -0.04, 0.01], [0.03, 0.04, 0.00], [0.00, 0.02, -0.01], [0.01, 0.00, 0.02], [-0.02, -0.03, -0.01], [-0.01, -0.03, -0.02], [0.00, -0.01, 0.04], [0.02, 0.01, 0.00], [0.01, -0.03, -0.02], [0.01, 0.01, 0.01], [0.01, -0.02, -0.01], [-0.06, -0.08, -0.01], [-0.03, -0.04, -0.01], [-0.02, 0.03, 0.01], [-0.01, -0.02, 0.01], [-0.01, 0.03, 0.03], [-0.01, -0.04, 0.02], [-0.03, 0.00, 0.00], [0.02, -0.03, -0.04], [0.03, -0.02, -0.01], [0.01, 0.02, 0.01], [-0.04, 0.00, -0.01]],
  "mulliken_charge": [1.3752, -1.5313, 0.8274, -1.1828, 0.9721, -1.2898, 0.6450, -0.0368, -1.2752, 0.7682, -0.4070, 0.6399, -1.2256, -1.2632, 1.0322, -1.2676, 0.7714, -0.3609, 0.6827, -1.3255, -1.2516, 1.0195, -1.2502, 0.3922, 0.3376, 0.3398, 0.5383, 0.3852, 0.3359, 0.3333, 0.0418, 0.1481, 0.3323, 0.4411, 0.5601, 0.3870, 0.3349, 0.3361, 0.2824, 0.4192, 0.3213, 0.5642, 0.3896, 0.3349, 0.3327, -0.5919, -0.8402, -0.2945, -0.7854, 0.0111, 0.7581, -0.3168, 0.0357, -1.1698, 0.1569, -0.6827, -1.0032, 0.4541, 0.0127, 0.1914, 0.3562, 0.3558, 0.4769, 0.1767, 0.5553, 0.0296, 0.2013, 0.2793, 0.3551, 0.4501, 0.4132, -0.1549, 0.3766, 0.3635, 0.3137, 0.3817, 0.1802],
  "gap_ev": 5.4350,
  "charge": 4,
  "homo_energy_ev": -19.828,
  "multiplicity": 1,
  "e_lumo_ev": -14.393
}

# 2
{
  "formula": "C24H42Br34N2O2Si2",
  "method": "ωB97M-V/def2-TZVPD",
  "species": ["C", "C", "N", "C", "C", "Si", "C", "C", "C", "C", "N", "O", "Si", "C", "C", "C", "Br", "C", "C", "O", "H", "H", "H", "H", "H", "H", "H", "H", "H", "H", "H", "H", "H", "H", "H", "H", "H", "H", "H", "H", "H", "H", "H", "H", "H", "H", "H", "H", "H", "H", "H", "C", "Br", "Br", "Br", "H", "C", "Br", "Br", "Br", "H", "C", "Br", "Br", "Br", "H", "C", "Br", "Br", "Br", "H", "C", "Br", "Br", "Br", "H", "C", "Br", "Br", "Br", "H", "C", "Br", "Br", "Br", "H", "C", "Br", "Br", "Br", "H", "C", "Br", "Br", "Br", "H", "C", "Br", "Br", "Br", "H", "C", "Br", "Br", "Br", "H"],
  "positions_angstrom": [[3.30633, -0.41196, 1.56021], [3.09730, 1.16698, 1.31993], [1.82478, 1.46805, 0.57942], [1.40061, 2.87991, 0.90301], [0.27717, 2.91741, 2.06416], [-1.06749, 1.65785, 1.54406], [-0.86224, -0.03933, 2.39095], [-2.19394, -0.65840, 3.01285], [-3.27695, -1.13977, 1.94122], [-2.68537, -1.56417, 0.53011], [-1.70000, -2.69119, 0.58950], [-2.70343, 2.30492, 1.66764], [-2.79428, 3.50470, 0.42081], [-4.15035, 3.19908, -0.89064], [-4.64962, 1.69358, -1.01270], [-5.63864, 1.24704, 0.17538], [-5.79384, 1.63107, -2.68169], [2.10315, 1.47370, -0.88241], [1.26032, 0.54023, -1.88385], [2.96272, 2.20579, -1.41524], [2.93436, -1.04012, 0.69317], [2.84272, -0.73478, 2.54116], [4.42799, -0.61987, 1.65403], [4.02191, 1.53666, 0.77553], [3.06024, 1.72491, 2.31787], [2.32261, 3.47082, 1.19774], [0.90660, 3.30067, -0.04178], [-0.09876, 3.98792, 2.13110], [0.72707, 2.55901, 3.05781], [-0.87487, 1.42033, 0.09126], [-0.14083, 0.12053, 3.27202], [-0.34754, -0.76149, 1.67532], [-2.74010, 0.05141, 3.72880], [-1.87462, -1.54668, 3.65531], [-4.09753, -0.36671, 1.85679], [-3.77197, -2.08085, 2.37830], [-2.23670, -0.71621, -0.07738], [-3.57905, -1.94852, -0.08804], [-1.58474, -2.98797, -0.39723], [-2.23323, -3.48148, 1.00144], [-3.02541, 4.83941, 0.98171], [-1.49882, 3.53650, -0.29170], [-3.71268, 3.47519, -1.91984], [-5.05437, 3.86644, -0.73417], [-3.82759, 0.93784, -1.20010], [-5.14276, 1.42922, 1.18200], [-5.89903, 0.15203, 0.00886], [-6.58967, 1.87320, 0.15677], [1.55960, 0.72558, -2.96631], [1.47067, -0.55426, -1.66831], [0.17304, 0.81780, -1.71326], [-0.86441, -6.71770, 2.22938], [-2.50848, -5.84028, 1.69985], [-0.23208, -7.94390, 0.86672], [0.49986, -5.44010, 2.73940], [-1.09158, -7.31144, 3.11201], [-2.55531, -10.32167, -1.39013], [-1.62984, -10.55566, -3.07667], [-3.71957, -8.77249, -1.41810], [-3.50525, -11.92560, -0.85998], [-1.79676, -10.13560, -0.63332], [1.50702, 6.98385, 2.98636], [0.28760, 6.62063, 4.44878], [3.23738, 6.15770, 3.27047], [0.74815, 6.48589, 1.27467], [1.66646, 8.05921, 2.96442], [-5.15108, -6.84527, 4.82843], [-5.53038, -7.76566, 3.16653], [-3.24577, -6.75134, 5.17247], [-5.98215, -5.09558, 4.89019], [-5.59119, -7.43551, 5.62836], [-1.24715, 4.09563, -4.62245], [-0.76693, 3.33809, -6.33950], [-2.98390, 3.48109, -4.01698], [0.12742, 3.77751, -3.29407], [-1.31965, 5.17203, -4.75858], [4.43591, 5.84282, -0.65697], [4.96148, 7.58030, 0.02423], [2.99795, 5.97733, -1.94746], [5.94852, 4.85938, -1.36396], [4.05229, 5.27332, 0.18727], [3.01243, 2.02294, -7.85663], [4.13152, 0.51903, -8.34999], [1.40916, 2.11342, -8.94557], [2.60337, 2.02463, -5.96191], [3.58489, 2.92512, -8.05878], [7.68307, 0.85336, -10.56371], [7.22223, -0.02153, -12.23075], [9.60051, 0.91394, -10.28761], [6.88073, 2.61204, -10.42869], [7.26448, 0.25039, -9.76130], [4.19322, 4.48346, 6.96048], [3.84713, 3.37902, 5.40458], [5.17838, 6.08885, 6.50240], [2.56498, 4.88892, 7.93025], [4.82514, 3.90287, 7.62789], [-7.41910, -7.85795, -0.76690], [-7.99321, -9.59781, -0.13458], [-7.62531, -7.68548, -2.68565], [-8.29297, -6.41876, 0.19128], [-6.35556, -7.77818, -0.55432], [7.74253, -1.36525, 2.75123], [7.11868, -3.11111, 3.31697], [7.44263, -1.07126, 0.85888], [6.98183, 0.05467, 3.82936], [8.81786, -1.34436, 2.91011]],
  "atomic_forces_ev_per_a": [[0.64, 0.55, 0.27], [0.69, -1.05, 0.57], [0.90, 0.69, -0.84], [-0.99, 0.36, 0.23], [0.97, -0.08, -0.32], [-0.58, -0.49, 0.21], [-0.06, 0.09, 1.21], [-0.09, -0.50, 0.17], [0.52, -0.74, 0.36], [-1.39, -0.05, -0.67], [-1.12, -0.06, -0.25], [1.93, 0.69, -1.62], [-0.81, -0.83, 0.47], [-0.49, -0.87, -0.85], [-0.76, 0.59, 0.89], [0.48, 0.24, -0.55], [0.48, -0.17, 0.40], [1.47, 0.52, -2.71], [0.25, 0.42, 0.86], [-2.15, -1.71, 2.03], [0.23, 0.84, 1.07], [0.26, 0.24, -1.31], [-1.50, 0.32, -0.12], [-1.19, -0.09, 0.42], [-0.04, -0.90, -1.29], [-1.15, -0.30, -0.52], [0.84, -0.25, 1.36], [0.47, -1.39, 0.21], [-0.59, 0.77, -1.27], [-0.15, 0.02, 0.02], [-0.87, -0.25, -1.22], [-0.80, 0.87, 0.89], [1.03, -0.75, -1.02], [-0.46, 1.05, -0.90], [1.08, -0.86, -0.26], [0.56, 1.27, -0.63], [-0.41, -0.77, 1.00], [0.92, 0.90, 0.75], [0.18, 0.20, 0.79], [0.76, 0.73, -0.23], [-0.03, 0.14, 0.27], [0.04, 0.11, 0.04], [-0.68, -0.24, 2.21], [1.00, -0.81, -0.06], [-0.96, 1.01, 0.29], [-0.46, -0.42, -1.27], [0.26, 1.42, 0.47], [1.25, -0.82, -0.17], [-0.30, 0.08, 1.60], [-0.53, 1.30, 0.05], [1.19, -0.72, -0.29], [0.02, 0.06, 0.12], [0.24, -0.42, -0.02], [-0.08, 0.23, 0.17], [-0.29, -0.24, -0.16], [-0.01, 0.12, -0.21], [0.05, -0.07, 0.07], [-0.22, 0.06, 0.30], [0.20, -0.22, -0.05], [0.14, 0.31, -0.13], [-0.19, -0.01, -0.15], [0.01, 0.09, -0.02], [0.24, -0.02, -0.26], [-0.43, 0.17, -0.16], [0.18, 0.19, 0.20], [-0.04, -0.25, -0.01], [-0.07, -0.02, -0.05], [0.02, 0.12, 0.26], [-0.28, -0.01, 0.12], [0.21, -0.30, -0.06], [0.12, 0.13, -0.18], [-0.07, 0.11, -0.13], [-0.22, 0.17, 0.36], [0.57, 0.01, -0.85], [-0.12, 0.02, -0.17], [0.04, -0.24, 0.05], [-0.05, -0.12, 0.06], [-0.08, -0.26, -0.19], [0.26, -0.03, 0.17], [-0.29, 0.21, 0.11], [0.05, 0.13, -0.17], [0.05, 0.10, 0.12], [-0.25, 0.16, 0.08], [0.29, -0.09, 0.15], [0.23, -0.07, -0.36], [-0.13, -0.21, 0.03], [-0.05, -0.05, 0.06], [0.10, 0.19, 0.29], [-0.35, 0.01, -0.08], [0.19, -0.26, -0.08], [0.09, 0.15, -0.17], [0.02, -0.01, 0.07], [0.09, 0.03, 0.33], [-0.17, -0.28, 0.10], [0.28, -0.05, -0.24], [-0.15, 0.13, -0.16], [0.07, 0.00, 0.01], [0.10, 0.33, -0.11], [0.01, -0.03, 0.36], [0.11, -0.25, -0.18], [-0.24, -0.04, -0.03], [0.07, -0.01, 0.00], [0.06, 0.33, -0.12], [0.01, -0.04, 0.34], [0.07, -0.23, -0.20], [-0.25, 0.00, -0.03]],
  "mulliken_charge": [-0.7064, -0.3250, 0.5042, -0.1707, -0.1248, 0.3875, -0.7099, -0.8275, -0.1837, -0.1506, -0.3503, -0.4204, 0.4321, 0.1136, 0.0753, -1.0324, -0.1945, 0.1318, -0.5668, -0.4759, 0.2086, 0.2727, -0.0386, 0.3639, 0.1937, 0.1823, 0.0180, 0.0391, 0.2739, -0.2285, 0.4926, 0.3671, 0.2541, 0.3856, -0.0608, 0.3329, -0.0669, 0.3769, 0.2557, -0.0875, -0.2729, -0.0531, -0.6109, 0.3970, 0.3081, 0.1826, 0.3559, 0.3998, 0.0317, 0.3164, 0.1272, -0.2931, 0.0770, -0.0177, -0.0271, 0.2712, -0.1674, -0.0143, 0.0843, -0.0113, 0.1346, -0.3500, -0.0552, -0.0154, -0.0180, 0.4433, -0.3889, 0.0433, -0.0075, -0.0021, 0.3590, -0.4447, -0.0004, -0.0215, 0.0550, 0.4241, 0.2303, -0.0539, -0.0050, -0.0460, -0.1930, -0.3738, -0.0228, -0.0555, 0.0808, 0.3670, -0.2375, -0.0029, -0.0124, 0.0012, 0.2399, -0.3448, 0.0328, -0.0296, -0.0226, 0.3462, 0.1246, 0.0004, -0.0324, -0.0091, -0.1393, -0.3710, -0.0062, -0.0107, 0.0100, 0.3562],
  "gap_ev": 8.9318,
  "charge": 0,
  "homo_energy_ev": -9.324,
  "multiplicity": 1,
  "e_lumo_ev": -0.393
}

E_tot in eV, matching the order above: -50516.6634, -2429840.6778